1.
Computed, not measured: C16H26CrN6O6S as an isolated structure at a distorted geometry, with ωB97M-V with the def2-TZVPD basis set.

Last column: natural (NBO) charge in e.
Cartesian coordinates (Å):
O: -1.1921 -0.4377 -5.4915  -0.953
H: -0.2811 -0.7047 -5.2644  0.462
Cr: -0.1822 -0.2479 -0.5209  1.029
N: 1.3326 -0.5156 0.7513  -0.021
N: 0.6510 -1.8132 -1.4371  -0.058
N: -1.0380 1.0100 0.8189  -0.181
N: -1.9514 0.1537 -1.4472  -0.044
O: 1.6967 0.2439 1.7588  -0.468
O: -0.4442 1.5565 1.9100  -0.575
O: -2.2290 -0.2301 -2.6425  -0.540
O: 0.2882 -2.3720 -2.5501  -0.341
C: 1.6897 -2.3348 -0.7186  0.218
C: 2.0892 -1.5914 0.4297  0.161
C: -2.2863 1.4133 0.5397  0.263
C: -2.8192 0.8962 -0.6876  0.034
C: 3.2670 -1.8373 1.2942  -0.663
H: 2.9508 -1.9422 2.3401  0.252
H: 3.9700 -0.9949 1.2225  0.259
H: 3.7721 -2.7497 0.9780  0.221
C: 2.3114 -3.6176 -1.1612  -0.671
H: 2.4651 -3.5958 -2.2493  0.260
H: 1.6424 -4.4595 -0.9118  0.251
H: 3.2683 -3.7641 -0.6480  0.229
C: -2.9973 2.3658 1.4623  -0.682
C: -4.2106 1.2539 -1.1039  -0.660
H: -2.3485 2.6438 2.3071  0.261
H: -3.9260 1.9178 1.8538  0.236
H: -3.2906 3.2900 0.9355  0.236
H: -4.4797 0.6780 -1.9965  0.255
H: -4.2415 2.3349 -1.3325  0.221
H: -4.9288 1.0505 -0.2857  0.218
H: 0.4942 1.0336 1.9166  0.484
H: -1.4595 0.1105 -4.7135  0.490
C: 0.9146 1.0962 -1.2180  -0.946
H: 1.9893 0.8744 -1.2872  0.204
H: 0.7909 2.0099 -0.6143  0.213
H: 0.5599 1.3114 -2.2256  0.215
O: 3.5085 2.6567 1.2272  -0.952
H: 2.9713 3.3568 0.8185  0.470
H: 2.8706 1.9405 1.4532  0.480
N: -2.1761 -2.9669 -1.5561  -0.764
C: -2.2300 -2.7579 -0.2536  0.344
N: -1.4260 -1.9653 0.4538  -0.625
C: -1.6296 -2.1409 1.8187  0.221
C: -0.8587 -1.6173 2.8640  -0.253
C: -1.1472 -1.9603 4.1858  -0.190
C: -2.2000 -2.8417 4.4971  -0.229
C: -2.9777 -3.3838 3.4634  -0.211
C: -2.6922 -3.0187 2.1453  -0.240
S: -3.4755 -3.5844 0.6818  0.338
H: -2.8545 -3.6091 -1.9458  0.408
H: -1.3605 -2.6659 -2.1271  0.445
H: -0.0204 -0.9679 2.6248  0.220
H: -0.5391 -1.5414 4.9914  0.220
H: -2.4039 -3.1155 5.5406  0.222
H: -3.7816 -4.0978 3.6484  0.222

For the LUMO energy (spin up / spin down), the calculation gives -1.250 / -2.851 eV. Its expectation value of S² is 6.12. As for the spin multiplicity: 5.

=====

2.
Computed, not measured: C16H26F4GeN2Pt as an isolated structure at a distorted geometry, with ωB97M-V with the def2-TZVPD basis set.

Last column: natural (NBO) charge in e.
Cartesian coordinates (Å):
Pt: 0.0106 -0.2886 -0.1343  0.871
C: -2.4026 -0.9082 -2.1240  -0.631
C: -2.9365 -0.6369 -0.7219  -0.236
N: -2.1080 0.3065 0.0803  -0.359
C: -2.2713 0.1736 1.5590  -0.224
C: -3.6854 0.4605 2.0570  -0.644
C: -2.1277 1.6750 -0.4473  -0.255
C: -0.9780 2.5334 0.0345  -0.302
N: 0.2745 1.8049 0.0092  -0.298
C: 1.4198 2.4393 0.2088  0.092
C: 2.6570 1.6931 0.2398  0.419
F: 2.6144 0.3872 0.1266  -0.251
C: 3.8773 2.2871 0.3937  0.319
F: 4.9568 1.5365 0.4139  -0.245
C: 3.9785 3.6709 0.5264  -0.110
C: 2.8190 4.4419 0.5286  0.324
F: 2.8954 5.7463 0.6723  -0.241
C: 1.5800 3.8706 0.3947  0.406
F: 0.5390 4.6626 0.4373  -0.239
H: -2.7803 -1.8658 -2.4794  0.262
H: -1.3111 -0.9631 -2.1203  0.203
H: -2.7051 -0.1499 -2.8452  0.230
H: -2.9920 -1.5685 -0.1626  0.229
H: -3.9484 -0.2322 -0.8112  0.229
H: -1.5702 0.8476 2.0504  0.203
H: -2.0008 -0.8439 1.8280  0.225
H: -3.9934 1.4849 1.8426  0.216
H: -3.7072 0.3273 3.1374  0.257
H: -4.4095 -0.2269 1.6216  0.231
H: -3.0617 2.1774 -0.1813  0.246
H: -2.0908 1.6091 -1.5331  0.242
H: -1.1494 2.9168 1.0464  0.262
H: -0.9336 3.4122 -0.6103  0.277
H: 4.9485 4.1452 0.6374  0.301
C: 3.0666 -2.3675 -1.1696  -1.072
Ge: 1.9270 -2.7442 0.3765  1.471
C: 2.3505 -2.0929 2.1729  -1.074
C: 1.6570 -4.7014 0.4147  -1.013
C: -0.0366 -2.2638 0.0016  -0.996
H: 4.0466 -2.8084 -0.9864  0.261
H: 3.2039 -1.3059 -1.3630  0.223
H: 2.6347 -2.8391 -2.0513  0.252
H: 3.3449 -2.4398 2.4548  0.260
H: 1.6312 -2.5038 2.8801  0.250
H: 2.3379 -1.0057 2.2427  0.216
H: 2.6401 -5.1223 0.6285  0.253
H: 1.3069 -5.0432 -0.5564  0.243
H: 0.9518 -4.9740 1.1960  0.242
H: -0.6267 -2.6067 0.8542  0.232
H: -0.3472 -2.7800 -0.9099  0.244

For the LUMO energy (spin up / spin down), the calculation gives -10.528 / -10.528 eV. The relative energy (zero: lowest compared OMol25 entry of this formula, charge and spin) comes out at 22.04 kJ/mol. The net charge is +2. As for the spin multiplicity: 1.

=====

3.
Computed, not measured: C16H26F9N2O4SV as an isolated structure, with ωB97M-V with the def2-TZVPD basis set.

Last column: natural (NBO) charge in e.
Cartesian coordinates (Å):
V: -0.1572 0.2831 -0.1182  1.586
C: 1.3182 0.6706 -3.1754  -0.248
O: 1.2888 0.6358 -1.7362  -0.587
C: 2.5448 0.2900 -1.1235  -0.104
C: 2.4790 -1.1650 -0.7556  -0.087
O: 1.2480 -1.2996 0.0134  -0.603
C: 0.7180 -2.6447 0.0631  -0.083
C: -0.4432 -2.6880 -0.9004  -0.092
O: -1.2426 -1.5388 -0.5805  -0.605
C: -2.6472 -1.8175 -0.4621  -0.238
H: 2.1805 1.2509 -3.4977  0.222
H: 1.3663 -0.3368 -3.5925  0.189
H: 0.4188 1.1799 -3.5078  0.215
H: 3.3781 0.5070 -1.7902  0.242
H: 2.6460 0.9090 -0.2338  0.240
H: 2.4081 -1.8056 -1.6362  0.205
H: 3.3228 -1.4712 -0.1379  0.236
H: 1.5008 -3.3589 -0.1851  0.235
H: 0.3814 -2.8173 1.0832  0.226
H: -0.1260 -2.6290 -1.9442  0.208
H: -1.0164 -3.6037 -0.7555  0.234
H: -2.8073 -2.6140 0.2647  0.214
H: -3.1326 -0.9137 -0.1035  0.202
H: -3.0606 -2.1238 -1.4216  0.211
F: 2.2569 3.5204 2.8072  -0.277
C: 1.4423 2.6163 2.3001  0.977
F: 0.5453 2.2751 3.2363  -0.313
F: 2.1529 1.5070 2.0229  -0.308
C: 0.7174 3.1111 1.0083  0.007
O: 0.2644 2.0599 0.2528  -0.821
C: -0.4713 4.0357 1.4069  0.982
F: -0.9328 4.6955 0.3471  -0.297
F: -1.4938 3.2875 1.8751  -0.324
F: -0.1285 4.8973 2.3484  -0.280
C: 1.7170 3.9145 0.1156  0.974
F: 1.2248 4.0498 -1.1125  -0.294
F: 1.9780 5.1110 0.6149  -0.283
F: 2.8698 3.2296 0.0126  -0.317
C: -2.6095 0.5662 4.8525  -0.409
N: -1.6773 0.1439 3.8067  -0.288
C: -0.5314 -0.5840 4.0066  -0.037
C: 0.0484 -0.7312 2.7902  -0.086
N: -0.7407 -0.1022 1.8388  -0.632
C: -1.7649 0.4166 2.5058  0.235
H: -3.0299 -0.3054 5.3478  0.237
H: -3.4108 1.1473 4.4049  0.230
H: -2.0864 1.1831 5.5791  0.240
H: -0.2225 -0.9199 4.9812  0.257
H: 0.9782 -1.2154 2.5519  0.237
H: -2.5651 0.9968 2.0792  0.227
C: -2.5493 0.3819 -2.9080  -0.738
S: -1.6913 1.4411 -1.7270  0.317
C: -3.0955 2.2494 -0.9296  -0.727
H: -2.8473 1.0194 -3.7385  0.265
H: -3.4267 -0.0840 -2.4706  0.235
H: -1.8537 -0.3735 -3.2665  0.238
H: -3.8462 1.5176 -0.6392  0.226
H: -3.5097 2.9552 -1.6460  0.267
H: -2.7254 2.7945 -0.0655  0.261

For the LUMO energy (spin up / spin down), the calculation gives -7.202 / -6.325 eV. The relative energy (zero: lowest compared OMol25 entry of this formula, charge and spin) comes out at 0.00 kJ/mol. Its expectation value of S² is 2.01. The net charge is +2. As for the spin multiplicity: 3.